1.
43
Properties=species:S:1:pos:R:3 method="wB97M-V/def2-TZVPD" de_lowest_kcal_mol=68.0 smiles="C/C=C/C=C/CCC.O.O.O.O.O.O.O" e_homo_ev=-8.26 e_tot_ha=-848.1654 gap_ev=8.59 mol_weight_g_mol=236.30 spin_multiplicity=1 fmax_ev_per_a=5.60
C -2.06737 1.30235 3.11986
C -3.05740 1.15483 2.01570
C -2.43953 1.66640 0.66841
C -1.33253 0.81734 0.11125
C -0.23625 1.03803 -0.63659
C 0.62609 -0.03726 -0.92240
C 1.46008 -0.01542 -1.95928
C 2.37724 -1.23220 -1.97040
H -2.33539 0.61173 3.97842
H -1.12462 0.95825 2.86460
H -2.14846 2.28408 3.55953
H -3.26638 0.07197 1.89882
H -4.08629 1.62066 2.33819
H -3.25893 1.70624 -0.13678
H -2.04197 2.76032 0.73810
H -1.51268 -0.17011 0.51814
H 0.11282 1.94635 -1.15019
H 0.66401 -0.99609 -0.15968
H 1.52190 0.66758 -2.79278
H 3.15364 -1.20564 -1.25772
H 3.10228 -1.24539 -2.84582
H 1.71321 -2.15297 -2.00147
H -1.46508 -2.20088 -1.03056
H -1.94221 -0.82514 -1.32380
O -2.15127 -1.66319 -1.51751
H -0.50334 -1.97483 -3.02411
H -1.52441 -1.41150 -4.02423
O -0.55288 -1.61985 -3.89313
H 0.87562 -1.00782 1.83430
H 1.42917 -2.52948 1.79530
O 0.68299 -1.97418 1.82749
H -0.48754 -3.98554 0.03563
H 0.16936 -2.79510 0.56274
O -0.13573 -3.17364 -0.32128
H 2.21777 0.18776 2.78093
H 1.53753 1.18203 1.82103
O 1.97509 0.19453 1.85616
H 3.87409 1.94328 -1.34762
H 3.14524 1.65776 0.06976
O 3.14314 2.21859 -0.67052
H -0.25333 2.17622 1.75812
H 0.78284 2.67088 0.68888
O 0.74731 2.50411 1.63040

=====

2.
62
Properties=species:S:1:pos:R:3 method="wB97M-V/def2-TZVPD" total_charge=+1 de_lowest_kcal_mol=222.4 e_homo_ev=-11.63 e_tot_ha=-1855.7642 gap_ev=2.10 mol_weight_g_mol=490.42 spin_multiplicity=1 fmax_ev_per_a=3.11
Be 5.10573 14.59154 26.40537
O 8.87618 14.46580 24.95371
C 7.84565 14.82969 24.12924
O 7.99328 15.42122 23.04228
O 6.67085 14.55654 24.55124
H 8.22287 14.09410 25.58745
C 8.32589 13.97431 28.42887
O 7.60324 14.22830 27.44201
N 8.00365 12.97904 29.27141
N 9.31060 14.74347 28.89859
H 7.20556 12.41967 29.02510
H 8.50184 12.72850 30.10731
H 9.87451 14.38839 29.65075
H 9.55978 15.56167 28.37025
C 9.88000 9.84413 27.23689
O 9.51198 8.69468 27.10549
N 11.10823 10.19726 27.72254
N 9.10146 10.92130 26.87241
H 11.46351 11.11497 27.49654
H 11.74128 9.41403 27.67677
H 9.37129 11.83141 27.20463
H 8.14021 10.87256 26.59040
C 4.26595 14.23761 21.92222
O 3.09961 14.33894 21.54689
N 4.64840 13.21133 22.72771
N 5.16753 15.21773 21.75710
H 4.06631 12.42574 22.95991
H 5.61097 13.15196 23.02316
H 6.04304 15.14508 22.25787
H 4.89338 15.97083 21.15248
C 8.94134 17.21935 19.97106
O 9.04135 18.25145 19.31303
N 7.74456 16.74367 20.42652
N 9.98278 16.61744 20.57569
H 7.73425 16.27944 21.31706
H 6.93131 17.18041 20.02525
H 9.67228 15.86605 21.16777
H 10.94637 16.87324 20.47566
C 12.75363 13.97229 26.42975
O 12.55794 13.15745 27.32042
N 11.78983 14.50152 25.62022
N 13.94195 14.62118 26.27906
H 10.81967 14.25345 25.63410
H 12.12948 15.02751 24.83474
H 14.02890 15.41155 25.66936
H 14.62455 14.44399 26.99620
C 6.32716 19.40236 23.44539
O 5.38387 20.04042 23.88635
N 7.22486 19.94234 22.57558
N 6.80628 18.27300 24.03355
H 7.92332 19.38378 22.11285
H 7.17893 20.93595 22.42568
H 6.32194 17.93374 24.84683
H 7.50683 17.69029 23.60370
C 10.52536 18.23723 24.82521
O 10.20284 18.61791 23.71147
N 10.27747 17.05303 25.48151
N 11.44938 18.97815 25.54325
H 10.75201 16.87563 26.33926
H 9.75478 16.34503 24.99586
H 11.98507 19.74297 25.17617
H 11.84786 18.39652 26.25134

=====

3.
63
Properties=species:S:1:pos:R:3 method="wB97M-V/def2-TZVPD" total_charge=+3 de_lowest_kcal_mol=21.1 e_homo_ev=-15.50 e_tot_ha=-2047.9798 gap_ev=2.57 mol_weight_g_mol=697.62 spin_multiplicity=1 fmax_ev_per_a=5.20
Be 2.38533 -2.73711 -2.28047
Pb -1.10285 -4.27478 0.24134
O -0.26180 0.34774 0.00563
C -0.21369 -0.84353 -0.64135
O 0.68767 -1.03609 -1.47912
O -0.84777 -1.76060 0.00247
H -0.99512 0.19926 0.63011
C 0.09589 -1.56255 4.30596
O -0.53809 -1.65681 5.36103
N -0.01353 -0.55255 3.44834
N 1.03684 -2.48247 3.96021
H 0.40935 -0.56009 2.53830
H -0.66718 0.19132 3.62997
H 1.25291 -2.38587 2.98372
H 1.23417 -3.28967 4.52493
C 2.52199 0.31384 -4.13854
O 2.89106 -0.85647 -3.96930
N 2.63838 0.99063 -5.30365
N 2.28157 1.12964 -3.07028
H 2.37142 1.95206 -5.19006
H 2.90147 0.51415 -6.14872
H 1.76596 1.99249 -3.07976
H 2.47010 0.67097 -2.19230
C -2.82119 -2.33604 2.56033
O -1.96623 -3.22640 2.27929
N -3.39304 -1.49032 1.67513
N -3.26632 -2.22985 3.80850
H -3.63029 -0.63072 2.14538
H -3.19058 -1.46263 0.69212
H -4.14048 -1.76933 3.99774
H -2.73934 -2.73707 4.50683
C -0.18072 -2.10658 -4.85699
O 0.85318 -2.68519 -4.41269
N -0.62668 -2.36924 -6.06660
N -0.88522 -1.33983 -4.00471
H -0.00306 -2.98501 -6.57072
H -1.29000 -1.79308 -6.55919
H -1.83448 -1.20984 -4.31978
H -0.32949 -0.91825 -3.27854
C -3.70469 2.00603 0.45569
O -3.63777 2.07529 -0.78280
N -2.60554 1.75835 1.19748
N -4.88397 2.03907 1.06315
H -1.77585 1.83532 0.63425
H -2.67981 1.76582 2.20024
H -5.05996 2.13094 2.04994
H -5.70652 1.99647 0.48339
C 0.40236 4.23782 1.05784
O -0.45495 4.56835 0.25057
N 1.17147 3.11458 1.01767
N 0.86848 5.12324 2.00223
H 1.02209 2.30871 0.43854
H 1.96729 3.12695 1.63134
H 1.83345 5.39218 1.87697
H 0.21447 5.89561 2.01838
C 3.74332 -0.46601 0.35188
O 3.58676 -0.85779 -0.85146
N 2.70716 -0.00651 1.01600
N 4.91245 -0.46904 1.03583
H 1.83416 -0.03173 0.51283
H 2.84043 0.49734 1.87822
H 5.77283 -0.90238 0.74785
H 4.77213 -0.15278 1.97940

=====

4.
17
Properties=species:S:1:pos:R:3 method="wB97M-V/def2-TZVPD" de_lowest_kcal_mol=28.6 smiles=N#C[C@@H](O)c1c(Cl)c(Cl)c(Cl)c(Cl)c1Cl e_homo_ev=-9.92 e_tot_ha=-2736.9464 gap_ev=9.32 mol_weight_g_mol=305.37 spin_multiplicity=1 fmax_ev_per_a=6.26
N 1.09916 1.67623 3.13143
Cl 0.74485 -0.01269 -4.13755
Cl -1.30447 1.86732 -2.92088
Cl 2.05852 -2.19223 -2.34822
Cl -1.85277 1.85484 0.17059
Cl 1.82353 -2.28672 0.92321
C 0.44856 0.89100 2.69780
O -1.74193 -0.01106 2.19475
C 0.44939 -0.14009 -2.32499
C -0.48754 0.79263 -1.77108
C 1.03284 -1.14011 -1.47840
C -0.71829 0.73402 -0.38924
C 0.90566 -1.12754 -0.09093
C -0.04528 -0.25474 0.46184
C -0.32750 -0.14509 1.94481
H -2.24896 0.59108 1.58825
H 0.16423 -1.09684 2.34861

=====

5.
53
Properties=species:S:1:pos:R:3 method="wB97M-V/def2-TZVPD" total_charge=+1 de_lowest_kcal_mol=0.0 e_homo_ev=-11.43 e_tot_ha=-2738.1889 gap_ev=8.15 mol_weight_g_mol=537.12 spin_multiplicity=1 fmax_ev_per_a=1.59
O 5.17243 1.10197 2.25100
P 5.07392 -0.06803 1.35657
O 6.03104 0.01089 0.11432
O 5.42788 -1.44576 2.03635
C 3.33890 -0.12036 0.79447
P 2.44683 0.94493 1.95135
C 0.68478 0.55158 2.07171
C -0.11497 0.44849 0.73909
C -1.43235 1.21007 0.90342
I -2.38523 1.51156 -0.96828
P 2.95801 3.01572 1.47252
P 1.15861 4.19945 1.17745
O 1.65155 5.52773 0.81178
O 0.32708 3.50440 0.03788
O 0.25182 4.20621 2.48764
H 6.00505 0.91318 -0.22750
H 4.72325 -1.69865 2.64055
H 3.31828 0.36757 -0.17859
H 2.91978 -1.12611 0.75765
H 2.99314 0.68911 3.20682
H 0.20621 1.25388 2.75152
H 0.64170 -0.41662 2.57138
H 0.43788 0.77403 -0.13659
H -0.37522 -0.59726 0.60885
H -1.23763 2.17584 1.35632
H -2.11782 0.67023 1.54831
H 3.43746 3.48529 2.70507
H 0.21590 4.15177 -0.67511
H 0.68291 3.76260 3.22270
C -3.87969 -1.35892 3.59275
O -4.43417 -0.22746 2.93117
H -2.79614 -1.26148 3.55300
H -4.18879 -1.39939 4.63977
H -4.16680 -2.28992 3.09770
H -5.39036 -0.30926 2.96302
C -4.36804 -0.50510 -3.87354
O -4.34892 0.84737 -3.41816
H -3.33990 -0.85776 -3.90198
H -4.94263 -1.13791 -3.19286
H -4.79321 -0.57120 -4.87757
H -5.25401 1.16641 -3.39034
C -0.63274 -1.13889 -6.08594
O -1.18492 -2.24561 -5.37739
H -0.13196 -0.50492 -5.35868
H 0.09712 -1.46850 -6.82917
H -1.41272 -0.55626 -6.58211
H -1.62892 -2.80802 -6.01646
C 0.68210 -3.88029 -0.21396
O 0.99134 -2.85444 0.74413
H 0.81655 -3.45423 -1.20353
H 1.35027 -4.73432 -0.09741
H -0.35112 -4.21099 -0.10548
H 0.86650 -3.24259 1.61439

=====

6.
46
Properties=species:S:1:pos:R:3 method="wB97M-V/def2-TZVPD" de_lowest_kcal_mol=47.6 smiles=COC[C@H](C)N.COC[C@H](C)N.O.O.O.O e_homo_ev=-9.36 e_tot_ha=-883.6447 gap_ev=9.57 mol_weight_g_mol=250.34 spin_multiplicity=1 fmax_ev_per_a=2.20
C 2.79577 6.01995 -4.45874
C 2.09310 5.22576 -3.37119
C 1.56838 3.85951 -4.03446
O 0.83327 4.20176 -5.23383
C 0.60223 3.03058 -6.00549
N 2.96469 4.89932 -2.24655
H 2.13990 6.33060 -5.27202
H 3.57133 5.43045 -4.94771
H 3.28167 6.95180 -4.16948
H 1.16691 5.68638 -3.02755
H 0.82025 3.35515 -3.42289
H 2.45634 3.26246 -4.24224
H 1.43656 2.54487 -6.51152
H -0.09397 3.40119 -6.75786
H 0.11452 2.15857 -5.56978
H 3.20857 5.75082 -1.76119
H 2.48652 4.32937 -1.56346
C 0.30401 -4.37710 5.01268
C -1.00048 -4.79402 5.81792
C -2.29121 -4.57688 5.03875
O -2.66248 -3.19124 4.79645
C -3.86382 -2.94862 4.05348
N -0.99923 -6.24223 6.04905
H 0.38469 -3.29447 4.91518
H 0.48067 -4.97815 4.12070
H 1.12186 -4.48021 5.72582
H -0.93724 -4.12544 6.67647
H -3.16701 -4.98996 5.53921
H -2.09394 -5.10047 4.10331
H -4.79750 -3.31578 4.47954
H -3.72514 -3.50446 3.12617
H -3.91729 -1.89420 3.78249
H -0.65965 -6.73215 5.23372
H -1.93188 -6.61373 5.93851
O 3.49482 -1.95617 -1.47670
H 3.91840 -2.80805 -1.58215
H 4.20065 -1.32076 -1.59622
O -3.93428 0.44498 -3.55641
H -3.40000 0.28604 -2.77827
H -4.05585 1.39427 -3.57425
O -0.93195 -1.36067 -0.60051
H -0.01559 -1.59422 -0.74873
H -1.25090 -2.01979 0.01598
O 0.42410 2.56703 1.57064
H -0.22699 3.25840 1.45096
H 0.08705 1.82934 1.06226